DFT (the ωB97M-V functional and the def2-TZVPD basis) results for an isolated molecule of C23H32N2O4.

Computed properties:
LUMO level ... 0.6 eV
SMILES string ... COCc1ccc(CN2CCC[C@H](CCC(=O)NCc3cccc(OC)c3)C2)o1
Kohn-Sham gap ... 9.022 eV
Maximum force ... 0.016 hartree/bohr
E_HOMO ... -0.30801 Eh
Spin multiplicity ... 1

Each atom is followed by the atoms it is bonded to, with distances in Å.
Element x y z (Å)
1 C 0.301 4.044 2.993  H2 1.097, O3 1.406, H60 1.088, H61 1.096
2 H -0.757 4.077 2.703  C1 1.097
3 O 0.441 3.889 4.383  C1 1.406, C4 1.414
4 C -0.184 2.726 4.890  O3 1.414, C5 1.496, H58 1.101, H59 1.092
5 C 0.434 1.457 4.393  C4 1.496, C6 1.364, O9 1.354
6 C 1.599 0.827 4.715  C5 1.364, C7 1.416, H57 1.071
7 C 1.677 -0.316 3.882  C6 1.416, C8 1.365, H56 1.071
8 C 0.552 -0.308 3.110  C7 1.365, O9 1.353, C10 1.498
9 O -0.203 0.773 3.413  C5 1.354, C8 1.353
10 C 0.105 -1.185 1.981  C8 1.498, N11 1.454, H54 1.094, H55 1.092
11 N 0.655 -0.812 0.687  C10 1.454, C12 1.449, C16 1.449
12 C 0.356 0.555 0.313  N11 1.449, C13 1.529, H52 1.092, H53 1.106
13 C 0.637 0.746 -1.178  C12 1.529, C14 1.530, C23 1.532, H51 1.094
14 C 2.120 0.462 -1.422  C13 1.530, C15 1.525, H21 1.092, H22 1.094
15 C 2.471 -0.933 -0.917  C14 1.525, C16 1.526, H19 1.089, H20 1.091
16 C 2.071 -1.084 0.547  N11 1.449, C15 1.526, H17 1.092, H18 1.105
17 H 2.258 -2.108 0.878  C16 1.092
18 H 2.681 -0.403 1.169  C16 1.105
19 H 1.935 -1.680 -1.501  C15 1.089
20 H 3.542 -1.117 -1.023  C15 1.091
21 H 2.349 0.545 -2.487  C14 1.092
22 H 2.722 1.207 -0.893  C14 1.094
23 C 0.263 2.144 -1.680  C13 1.532, H24 1.093, H25 1.092, C26 1.535
24 H 0.806 2.898 -1.104  C23 1.093
25 H 0.579 2.225 -2.722  C23 1.092
26 C -1.240 2.452 -1.620  C23 1.535, C27 1.520, H49 1.091, H50 1.090
27 C -2.008 1.371 -2.361  C26 1.520, O28 1.213, N29 1.355
28 O -1.963 1.242 -3.567  C27 1.213
29 N -2.755 0.569 -1.564  C27 1.355, H30 1.008, C31 1.454
30 H -2.633 0.633 -0.566  N29 1.008
31 C -3.324 -0.679 -2.046  N29 1.454, C32 1.508, H47 1.093, H48 1.092
32 C -2.350 -1.800 -1.784  C31 1.508, C33 1.385, C37 1.390
33 C -2.412 -2.547 -0.620  C32 1.385, C34 1.386, H46 1.081
34 C -1.438 -3.499 -0.359  C33 1.386, C35 1.378, H45 1.080
35 C -0.401 -3.697 -1.244  C34 1.378, C36 1.396, H44 1.078
36 C -0.328 -2.945 -2.418  C35 1.396, C37 1.388, O39 1.362
37 C -1.309 -2.000 -2.684  C32 1.390, C36 1.388, H38 1.079
38 H -1.282 -1.396 -3.578  C37 1.079
39 O 0.739 -3.201 -3.226  C36 1.362, C40 1.408
40 C 0.875 -2.453 -4.412  O39 1.408, H41 1.094, H42 1.089, H43 1.094
41 H 0.039 -2.630 -5.096  C40 1.094
42 H 1.798 -2.800 -4.874  C40 1.089
43 H 0.953 -1.381 -4.206  C40 1.094
44 H 0.369 -4.426 -1.053  C35 1.078
45 H -1.488 -4.085 0.546  C34 1.080
46 H -3.221 -2.392 0.079  C33 1.081
47 H -4.275 -0.852 -1.537  C31 1.093
48 H -3.496 -0.553 -3.116  C31 1.092
49 H -1.418 3.405 -2.122  C26 1.091
50 H -1.579 2.536 -0.587  C26 1.090
51 H 0.052 -0.002 -1.722  C13 1.094
52 H -0.696 0.740 0.538  C12 1.092
53 H 0.958 1.284 0.887  C12 1.106
54 H -0.985 -1.134 1.903  C10 1.094
55 H 0.394 -2.219 2.180  C10 1.092
56 H 2.458 -1.049 3.868  C7 1.071
57 H 2.310 1.140 5.451  C6 1.071
58 H -1.252 2.724 4.625  C4 1.101
59 H -0.075 2.797 5.974  C4 1.092
60 H 0.778 4.988 2.739  C1 1.088
61 H 0.791 3.232 2.443  C1 1.096